A structure of composition C14H28ClINOP2Ti at a distorted geometry, computed with ωB97M-V with the def2-TZVPD basis set.

## Properties
orbital gap (alpha / beta)	4.6 / 4.6	eV

```
! wB97M-V def2-TZVPD RIJCOSX def2/J DEFGRID3
* xyz 3 1
C 0.123 0.525 -3.236
C 0.170 0.666 -1.756
H 0.192 1.524 -3.682
H -0.816 0.057 -3.568
H 0.954 -0.072 -3.619
O -0.012 1.724 -1.156
I -1.252 -3.971 -0.419
Ti -0.252 -1.402 -0.830
P 2.577 -0.057 -0.861
C 3.107 1.619 -0.325
C 3.829 -1.056 0.064
H 4.774 -0.505 0.138
H 4.510 -0.026 -2.326
H 4.000 -2.006 -0.448
H 3.159 -0.961 -3.042
H 2.907 1.762 0.743
H 3.442 -1.276 1.064
C 3.423 -0.050 -2.495
H 4.181 1.749 -0.518
H 3.127 0.832 -3.076
H 2.544 2.373 -0.885
P -2.621 -0.486 -0.792
C -2.997 1.199 -0.175
C -3.417 -0.415 -2.437
H -3.867 -2.469 -0.134
H -4.877 -0.978 -0.016
H -3.651 -1.363 1.236
C -3.878 -1.412 0.161
H -3.211 -1.354 -2.968
H -4.501 -0.294 -2.300
H -4.055 1.431 -0.367
H -2.357 1.931 -0.675
H -3.018 0.428 -3.015
H -2.804 1.260 0.903
Cl 1.288 -2.538 -2.147
C 0.030 0.296 5.405
C -0.022 0.016 3.929
C 0.233 0.999 2.976
C 0.192 0.672 1.625
N -0.055 -0.593 1.180
C -0.324 -1.537 2.111
C -0.329 -1.259 3.466
H 1.022 0.640 5.721
H -0.692 1.065 5.709
H -0.198 -0.614 5.965
H 0.458 2.023 3.278
H 0.368 1.435 0.872
H -0.552 -2.539 1.735
H -0.557 -2.059 4.169
*
```



The ion C14H28F2I2N3S with charge +1, computed with ωB97M-V with the def2-TZVPD basis set.

## Properties
orbital gap	7.0	eV
structure (SMILES)	CCSCN(CCCF)/C(N(CC)C[C@@H](C)I)=[N+](/I)CCF

```
! wB97M-V def2-TZVPD RIJCOSX def2/J DEFGRID3
* xyz 1 1
C -1.873 0.452 4.762
C -2.776 -0.032 3.626
S -1.900 -0.939 2.315
C -1.805 0.336 1.030
N -0.440 0.741 0.564
C 0.712 0.176 1.283
C 2.046 0.790 0.863
C 3.179 0.121 1.618
F 3.242 0.611 2.903
C -0.320 0.622 -0.819
N 0.012 -0.590 -1.413
C 1.303 -0.632 -2.139
C 2.374 -1.526 -1.521
C -1.087 -1.370 -1.994
C -0.983 -2.893 -1.866
C -0.207 -3.592 -3.001
I -0.286 -3.523 0.055
N -0.575 1.714 -1.483
I -0.565 1.784 -3.546
C -0.896 3.004 -0.862
C 0.252 3.990 -1.040
F 1.458 3.347 -0.897
H -1.756 -0.307 5.529
H -0.903 0.764 4.386
H -2.337 1.319 5.231
H -3.575 -0.665 3.995
H -3.244 0.828 3.153
H -2.417 0.009 0.193
H -2.292 1.220 1.439
H 0.573 0.443 2.327
H 0.765 -0.910 1.190
H 2.046 1.852 1.106
H 2.249 0.670 -0.201
H 3.042 -0.960 1.648
H 4.127 0.320 1.121
H 1.102 -0.982 -3.152
H 1.697 0.377 -2.267
H 3.352 -1.101 -1.734
H 2.331 -2.529 -1.937
H 2.262 -1.626 -0.445
H -1.152 -1.163 -3.066
H -2.039 -1.062 -1.571
H -2.007 -3.251 -1.897
H 0.624 -4.176 -2.624
H -0.870 -4.291 -3.507
H 0.132 -2.884 -3.753
H -1.205 2.872 0.165
H -1.742 3.418 -1.409
H 0.156 4.799 -0.320
H 0.216 4.426 -2.038
*
```



A structure of composition C14H28F6GaN2O9S2 at a distorted geometry, computed with ωB97M-V with the def2-TZVPD basis set.

## Properties
orbital gap	5.7	eV

```
! wB97M-V def2-TZVPD RIJCOSX def2/J DEFGRID3
* xyz -1 1
C -2.494 0.223 5.497
C -1.080 -0.191 4.755
N -1.222 -0.340 3.236
Ga 0.426 0.389 2.517
C 2.109 -0.317 3.575
N 2.689 -1.534 2.887
C 0.707 0.086 0.491
O 1.819 0.623 -0.081
C -0.311 -0.803 -0.493
F -1.689 -0.186 -0.499
F 0.227 -0.650 -1.864
C -0.497 -2.349 0.016
F 0.619 -2.670 0.972
F -1.787 -2.521 0.745
C -0.435 -3.487 -1.161
F -1.096 -4.717 -0.582
F -1.195 -3.166 -2.391
C 1.137 -3.971 -1.462
O 1.444 -5.296 -1.517
O 2.271 -3.041 -1.631
H -3.399 -0.497 5.216
H -2.381 0.326 6.677
H -2.745 1.328 5.122
H -0.318 0.707 4.917
H -0.601 -1.138 5.259
H -2.006 0.329 2.976
H 0.388 1.992 2.802
H 1.707 -0.551 4.673
H 2.942 0.528 3.594
H 3.734 -1.517 2.841
H 2.344 -2.432 3.313
H 2.662 -3.274 -2.536
O 0.329 6.221 4.497
S -0.915 5.838 3.868
O -1.166 4.483 3.421
O -1.223 6.860 2.634
C -0.246 7.004 1.611
C -0.217 5.795 0.694
C -2.260 6.330 4.916
H 0.741 7.197 2.044
H -0.522 7.887 1.026
H 0.120 4.902 1.228
H 0.463 5.959 -0.145
H -1.218 5.579 0.306
H -2.107 7.363 5.231
H -2.264 5.669 5.785
H -3.196 6.223 4.365
O 0.720 -1.559 -6.818
S 0.701 -2.722 -5.959
O 1.897 -3.215 -5.305
O -0.007 -3.958 -6.752
C 0.529 -4.356 -8.008
C 1.831 -5.117 -7.841
C -0.549 -2.496 -4.721
H 0.658 -3.489 -8.665
H -0.209 -5.013 -8.479
H 2.617 -4.474 -7.435
H 2.181 -5.505 -8.802
H 1.705 -5.952 -7.144
H -1.470 -2.162 -5.200
H -0.193 -1.737 -4.021
H -0.702 -3.440 -4.195
*
```



A cluster of 3 separate species, C14H28FN2O4P in total at a distorted geometry, computed with ωB97M-V with the def2-TZVPD basis set.

## Properties
orbital gap	9.5	eV
structure (SMILES)	N#C[C@@H]([PH2]=O)[C@](F)(C#N)CCCCO.CC(C)O.CC(C)O

```
! wB97M-V def2-TZVPD RIJCOSX def2/J DEFGRID3
* xyz 0 1
N 3.233 -3.041 1.839
C 3.035 -2.719 0.578
C 2.950 -2.332 -1.046
P 1.866 -3.532 -2.059
O 2.424 -5.024 -1.817
C 2.529 -0.753 -1.139
F 3.552 -0.070 -2.014
C 2.645 0.030 0.332
N 2.444 0.650 1.474
C 1.073 -0.452 -1.827
C -0.112 -0.781 -0.729
C -1.478 -1.438 -1.405
C -2.001 -2.573 -0.297
O -2.167 -1.953 1.044
H 4.056 -2.427 -1.484
H 0.474 -3.581 -1.599
H 1.938 -3.313 -3.500
H 1.027 0.727 -2.002
H 0.909 -0.934 -2.882
H -0.354 0.227 -0.141
H 0.338 -1.546 0.050
H -1.285 -1.902 -2.473
H -2.250 -0.541 -1.517
H -1.214 -3.453 -0.189
H -3.021 -3.047 -0.653
H -1.460 -2.394 1.621
C -5.525 -0.889 1.251
C -5.451 -0.766 -0.262
C -6.832 -0.581 -0.872
O -4.849 -1.939 -0.803
H -6.122 -1.760 1.545
H -4.526 -1.033 1.675
H -5.970 0.006 1.699
H -4.814 0.084 -0.532
H -7.475 -1.442 -0.653
H -6.765 -0.506 -1.962
H -7.316 0.322 -0.488
H -5.409 -2.698 -0.569
C 3.666 3.649 1.785
C 4.494 4.819 1.280
C 5.249 5.495 2.413
O 3.636 5.769 0.652
H 2.917 3.983 2.511
H 3.118 3.180 0.960
H 4.299 2.893 2.259
H 5.204 4.469 0.522
H 4.556 5.894 3.162
H 5.831 6.343 2.037
H 5.930 4.794 2.906
H 3.002 6.086 1.317
*
```